Entry 1:
6 unconnected molecules or ions with the total composition CH13O5S, computed with ωB97M-V/def2-TZVPD.

```
20
Properties=species:S:1:pos:R:3
C -0.2362 -0.1326 -1.7994
S 0.2352 -1.7916 -1.1789
H -0.5035 -0.2873 -2.8535
H -0.9755 0.3284 -1.2004
H 0.6955 0.4144 -2.0382
H 2.0439 -0.6528 0.2094
H 2.9040 0.5410 0.2200
O 2.9724 -0.3970 0.4380
H 0.9558 2.2182 -0.5437
H -0.4683 2.4312 0.0658
O 0.1779 2.7804 -0.5772
H -2.1698 -1.8488 -0.8943
H -1.9810 -1.4109 0.5957
O -2.6239 -1.5230 -0.1024
H -2.2779 1.4477 0.4120
H -1.1130 0.4362 0.7770
O -1.4956 1.3018 0.9496
H 1.7968 -0.6837 2.5408
H 1.0657 -1.9799 2.2074
O 0.9973 -1.1918 2.7722
```

Properties
charge: -1
E: -22322.0313 eV
energy relative to the best compared isomer or geometry (same formula, charge and spin): 31.92 kcal per mole
max |F|: 0.0634 hartree/bohr

Entry 2:
A molecular structure, CH14F3NaO10S, computed with ωB97M-V/def2-TZVPD.

```
30
Properties=species:S:1:pos:R:3
Na -3.6319 -3.2715 11.8954
C -8.0992 -4.6774 11.8922
F -9.4243 -4.5262 11.9167
F -7.6685 -4.7613 13.1592
F -7.8428 -5.8024 11.2369
S -7.3330 -3.2429 11.0201
O -7.5271 -2.1242 11.9235
O -5.9147 -3.6474 10.9819
O -7.9500 -3.1883 9.7384
O -4.2895 -2.5950 9.0229
H -5.0152 -2.9922 9.5321
H -4.2922 -1.6683 9.2798
O -5.0336 -0.8621 11.5363
H -4.5146 -0.2701 12.0893
H -5.9386 -0.7982 11.8791
O -4.7185 -4.6817 13.4810
H -4.2180 -4.7177 14.3038
H -5.4874 -4.1340 13.6876
O -5.0563 -6.2973 9.7844
H -4.9790 -5.6831 10.5281
H -4.5572 -7.0740 10.0480
O -1.3876 -3.1474 10.6852
H -0.8108 -2.6423 10.1050
H -0.8325 -3.8476 11.0412
O -2.8684 -5.5181 11.5225
H -2.2081 -6.0230 11.0394
H -3.2399 -6.1332 12.1640
O -2.1981 -2.0958 13.5624
H -2.4848 -1.6350 14.3571
H -1.5272 -1.5260 13.1730
```

Properties
E: -45146.1829 eV
energy relative to the best compared isomer or geometry (same formula, charge and spin): 0.00 kcal per mole
max |F|: 0.0233 hartree/bohr

Copy entry 2 word for word.
A molecular structure, CH14F3NaO10S, computed with ωB97M-V/def2-TZVPD.

```
30
Properties=species:S:1:pos:R:3
Na -3.6319 -3.2715 11.8954
C -8.0992 -4.6774 11.8922
F -9.4243 -4.5262 11.9167
F -7.6685 -4.7613 13.1592
F -7.8428 -5.8024 11.2369
S -7.3330 -3.2429 11.0201
O -7.5271 -2.1242 11.9235
O -5.9147 -3.6474 10.9819
O -7.9500 -3.1883 9.7384
O -4.2895 -2.5950 9.0229
H -5.0152 -2.9922 9.5321
H -4.2922 -1.6683 9.2798
O -5.0336 -0.8621 11.5363
H -4.5146 -0.2701 12.0893
H -5.9386 -0.7982 11.8791
O -4.7185 -4.6817 13.4810
H -4.2180 -4.7177 14.3038
H -5.4874 -4.1340 13.6876
O -5.0563 -6.2973 9.7844
H -4.9790 -5.6831 10.5281
H -4.5572 -7.0740 10.0480
O -1.3876 -3.1474 10.6852
H -0.8108 -2.6423 10.1050
H -0.8325 -3.8476 11.0412
O -2.8684 -5.5181 11.5225
H -2.2081 -6.0230 11.0394
H -3.2399 -6.1332 12.1640
O -2.1981 -2.0958 13.5624
H -2.4848 -1.6350 14.3571
H -1.5272 -1.5260 13.1730
```

Properties
E: -45146.1829 eV
energy relative to the best compared isomer or geometry (same formula, charge and spin): 0.00 kcal per mole
max |F|: 0.0233 hartree/bohr

Please write out number 2 again, unchanged.
A molecular structure, CH14F3NaO10S, computed with ωB97M-V/def2-TZVPD.

```
30
Properties=species:S:1:pos:R:3
Na -3.6319 -3.2715 11.8954
C -8.0992 -4.6774 11.8922
F -9.4243 -4.5262 11.9167
F -7.6685 -4.7613 13.1592
F -7.8428 -5.8024 11.2369
S -7.3330 -3.2429 11.0201
O -7.5271 -2.1242 11.9235
O -5.9147 -3.6474 10.9819
O -7.9500 -3.1883 9.7384
O -4.2895 -2.5950 9.0229
H -5.0152 -2.9922 9.5321
H -4.2922 -1.6683 9.2798
O -5.0336 -0.8621 11.5363
H -4.5146 -0.2701 12.0893
H -5.9386 -0.7982 11.8791
O -4.7185 -4.6817 13.4810
H -4.2180 -4.7177 14.3038
H -5.4874 -4.1340 13.6876
O -5.0563 -6.2973 9.7844
H -4.9790 -5.6831 10.5281
H -4.5572 -7.0740 10.0480
O -1.3876 -3.1474 10.6852
H -0.8108 -2.6423 10.1050
H -0.8325 -3.8476 11.0412
O -2.8684 -5.5181 11.5225
H -2.2081 -6.0230 11.0394
H -3.2399 -6.1332 12.1640
O -2.1981 -2.0958 13.5624
H -2.4848 -1.6350 14.3571
H -1.5272 -1.5260 13.1730
```

Properties
E: -45146.1829 eV
energy relative to the best compared isomer or geometry (same formula, charge and spin): 0.00 kcal per mole
max |F|: 0.0233 hartree/bohr

Which formula does entry 1 have? CH13O5S